ORCA calculation (wB97M-V/def2-TZVPD) on a single C5H8O molecule at a distorted geometry.

The SMILES is C=CCCC=O. Its highest occupied orbital energy is -8.46 eV. For the orbital gap, the calculation gives 9.0 eV. Its total energy is -7359.0539 eV.

Bonds (Å) are listed after each position.
Cartesian coordinates (Å):
1 O 0.140 -2.438 0.625  C2 1.206
2 C 0.332 -1.983 -0.475  O1 1.206, C3 1.505, H7 1.108
3 C 1.013 -0.651 -0.635  C2 1.505, C4 1.534, H8 1.096, H9 1.095
4 C 0.574 0.455 0.334  C3 1.534, C5 1.506, H10 1.090, H11 1.096
5 C -0.920 0.637 0.298  C4 1.506, C6 1.357, H12 1.092
6 C -1.508 1.797 0.683  C5 1.357, H13 1.080, H14 1.098
7 H 0.257 -2.628 -1.372  C2 1.108
8 H 0.838 -0.313 -1.662  C3 1.096
9 H 2.060 -0.947 -0.509  C3 1.095
10 H 1.205 1.332 0.184  C4 1.090
11 H 0.745 0.002 1.317  C4 1.096
12 H -1.421 0.020 -0.451  C5 1.092
13 H -2.360 2.029 1.305  C6 1.080
14 H -0.956 2.689 0.359  C6 1.098